# 1
A structure of composition C47H35BrN5O6S2Ti. Source: OMol25; level of theory: the ωB97M-V functional and the def2-TZVPD basis.

The value obtained for the highest occupied orbital energy is -3.635 eV. The value obtained for the energy above the lowest of the compared OMol25 structures with the same formula, charge and spin is 24.6 kcal per mole. The value obtained for the frontier orbital gap is 5.56 eV. Its maximum force is 0.52 eV/A. Its net charge is -1.

Structure (XYZ):
```
97
Properties=species:S:1:pos:R:3:forces:R:3:mulliken_charge:R:1
Ti -0.903266 -0.647533 -0.019768 -0.3 -0.4 -0.1 -1.278
O -0.194356 -8.572837 0.744507 0.0 0.0 0.0 -0.524
C -0.782817 -7.516938 1.371367 0.1 0.0 0.0 0.493
O -1.609939 -7.740799 2.216506 0.0 0.0 0.0 -0.616
C -0.345982 -6.161546 0.966305 0.0 0.0 0.0 1.478
C 0.496298 -5.890646 -0.111600 0.0 0.0 0.0 -1.091
C 0.816963 -4.598935 -0.473783 0.1 0.0 0.1 -1.551
C 0.295093 -3.485675 0.224479 0.0 0.0 0.0 0.534
C -0.539309 -3.774345 1.326379 0.0 0.0 0.0 0.146
C -0.847915 -5.068409 1.675462 0.0 0.0 0.0 -1.364
N 0.511008 -2.189716 -0.190397 0.0 0.2 0.0 1.469
C 1.417822 -2.003765 -1.242967 0.0 -0.1 0.0 -1.098
C 1.071012 -1.077155 -2.160473 0.0 0.0 0.0 0.597
C 1.798642 -0.731958 -3.362158 0.0 0.0 0.0 -1.448
C 1.173265 -0.047457 -4.340161 0.0 0.0 0.0 -0.498
C -0.194342 0.357878 -4.161850 0.0 0.0 -0.1 -1.230
C -0.768791 0.179460 -2.947565 0.0 0.0 0.1 -0.803
N -0.134399 -0.406318 -1.888377 0.0 0.0 -0.3 1.708
H 0.455595 -8.249772 0.111581 0.0 0.0 0.0 0.282
H 0.890914 -6.684998 -0.739910 0.0 0.0 0.0 0.114
H 1.414055 -4.442417 -1.358819 0.0 0.0 0.0 0.381
H -1.006566 -2.969858 1.873007 0.0 0.0 0.0 0.352
H -1.519487 -5.257051 2.502953 0.0 0.0 0.0 0.505
H 2.337141 -2.573217 -1.301346 0.0 0.0 0.0 0.473
H 2.816222 -1.086781 -3.474072 0.0 0.0 0.0 0.490
H 1.689651 0.188414 -5.263390 0.0 0.0 0.0 0.414
H -0.741648 0.847071 -4.954597 0.0 0.0 0.0 0.450
H -1.775043 0.523249 -2.745394 0.0 0.0 0.0 0.840
C 0.720678 3.633731 -3.781432 0.0 0.0 0.0 -1.049
C -0.632245 3.823955 -4.022632 0.0 0.0 0.0 -0.954
C -1.539335 3.451288 -3.051608 0.0 0.0 0.0 -0.420
C -1.079794 2.907359 -1.845170 0.0 0.0 0.0 -0.073
N 0.223142 2.759836 -1.605633 0.0 0.1 0.0 0.800
C 1.086707 3.098823 -2.559684 0.0 0.0 0.0 -0.487
C -2.078566 2.495614 -0.811715 0.0 0.1 0.0 1.346
C -3.037878 3.469717 -0.511185 0.0 0.0 0.0 -0.491
C -4.074860 3.217271 0.370564 0.0 0.0 0.0 -0.974
C -4.171188 1.956423 0.935792 0.0 0.0 0.0 -0.983
C -3.216071 0.992475 0.637338 0.0 0.0 0.1 -0.514
C -2.120607 1.218063 -0.216132 0.0 -0.1 0.0 0.862
H 1.472326 3.889265 -4.516094 0.0 0.0 0.0 0.485
H -0.974083 4.235829 -4.964432 0.0 0.0 0.0 0.429
H -2.603767 3.545353 -3.219722 0.0 0.0 0.0 0.583
H 2.135810 2.942122 -2.323613 0.0 0.0 0.0 0.400
H -2.956978 4.448456 -0.972261 0.0 0.0 0.0 0.447
H -4.798684 3.989896 0.600492 0.0 0.0 0.0 0.348
H -4.986065 1.715552 1.608644 0.0 0.0 0.0 0.467
H -3.340518 0.019331 1.101520 0.0 0.0 0.0 0.218
O -0.579145 -1.107381 3.129998 0.0 -0.1 0.0 -0.146
O -1.056691 -0.830587 1.820667 0.0 0.2 0.2 -0.429
S 3.402622 4.330613 1.907100 0.0 0.0 0.0 -0.355
C 2.333437 2.998392 1.415382 0.0 0.0 0.0 0.045
C 1.068727 2.874546 1.964466 0.0 0.0 0.0 -0.892
C 0.268112 1.825266 1.550477 0.1 -0.1 0.0 -0.159
N 0.664481 0.930849 0.646405 0.0 -0.2 0.2 1.804
C 1.888302 1.039339 0.137449 0.1 0.0 0.0 -0.054
C 2.759706 2.054920 0.495364 0.0 0.0 0.0 -1.041
C 2.958947 5.579806 0.738245 0.0 0.0 0.0 0.589
C 1.903292 5.481696 -0.156644 0.0 0.0 0.0 0.085
C 1.670522 6.546388 -1.016131 0.0 0.0 0.0 -0.395
N 2.385958 7.668232 -1.038539 0.0 0.0 0.0 -0.631
C 3.390351 7.747247 -0.165869 0.0 0.0 0.0 -0.407
C 3.719377 6.747412 0.730511 0.0 0.0 0.0 -0.566
H 0.710902 3.580455 2.700548 0.0 0.0 0.0 0.303
H -0.729344 1.692445 1.947721 0.0 0.0 0.0 0.216
H 2.177082 0.288824 -0.586555 0.0 0.0 0.0 -0.171
H 3.747038 2.111426 0.057276 0.0 0.0 0.0 0.507
H 1.271175 4.605734 -0.206241 0.0 0.0 0.0 0.125
H 0.856250 6.480257 -1.730313 0.0 0.0 0.0 0.447
H 3.971162 8.663424 -0.187211 0.0 0.0 0.0 0.349
H 4.554647 6.872007 1.407958 0.0 0.0 0.0 0.380
S 1.015338 -1.535086 3.198708 0.0 0.0 -0.1 -0.006
C 1.756532 -0.083811 3.883167 -0.1 0.0 0.1 0.621
C 1.064360 0.747608 4.764041 0.0 0.0 -0.1 -0.373
C 1.713816 1.819287 5.349641 0.0 0.0 0.0 -0.641
C 3.060618 2.054952 5.088837 0.0 0.0 0.0 -0.430
C 3.749785 1.219119 4.225394 0.0 0.0 -0.1 -0.680
C 3.096232 0.158483 3.609020 0.0 0.0 0.0 -0.519
H 0.021113 0.547138 4.970216 0.0 0.0 0.0 0.504
H 1.171994 2.471810 6.023046 0.0 0.0 0.0 0.405
H 3.565525 2.892092 5.553578 0.0 0.0 0.0 0.412
H 4.793854 1.405959 4.005606 0.0 0.0 0.0 0.382
H 3.619870 -0.475610 2.903144 0.0 0.0 0.0 0.391
Br -2.633386 -8.344235 -2.203748 0.0 0.0 0.0 -0.181
C -2.848280 -6.571090 -1.550383 0.0 0.0 0.0 0.006
C -2.162925 -5.540455 -2.169041 0.0 0.0 0.0 -0.507
C -2.292531 -4.254227 -1.667175 -0.1 0.0 0.0 0.149
C -3.108594 -4.007826 -0.570363 -0.1 0.0 -0.1 0.325
C -3.794800 -5.057535 0.027508 0.0 0.0 0.0 -0.815
C -3.667344 -6.350008 -0.455338 0.0 0.0 0.0 -0.489
C -3.189638 -2.632751 0.041669 0.3 -0.1 0.2 0.260
O -3.874483 -2.414760 1.019115 -0.1 0.0 -0.1 -0.737
O -2.403438 -1.757092 -0.536315 0.2 0.4 0.1 -0.047
H -1.520468 -5.742214 -3.015046 0.0 0.0 0.0 0.479
H -1.739822 -3.435333 -2.108670 0.0 0.0 0.0 0.339
H -4.405418 -4.848883 0.895883 0.0 0.0 0.0 0.471
H -4.172663 -7.175148 0.026487 0.0 0.0 0.0 0.415
```
Forces are in eV/Å.


# 2
A structure of composition C26H35N7OPtS2. Source: OMol25; level of theory: the ωB97M-V functional and the def2-TZVPD basis.

The value obtained for the highest occupied orbital energy (alpha / beta) is -16.283 / -16.415 eV. The value obtained for the energy above the lowest of the compared OMol25 structures with the same formula, charge and spin is 1.4 kcal per mole. The spin multiplicity is 2. The value obtained for the frontier orbital gap (alpha / beta) is 6.71 / 5.40 eV. Its maximum force is 0.58 eV/A. Its net charge is +3.

Structure (XYZ):
```
72
Properties=species:S:1:pos:R:3:forces:R:3:mulliken_spin:R:1
Pt 0.126782 0.608267 0.404989 0.1 -0.1 0.2 -0.112
C 5.606900 -1.422779 -0.335977 0.0 0.0 0.0 0.018
C 4.146009 -1.575008 -0.783950 0.0 -0.1 -0.1 -0.018
C 3.305187 -2.318953 0.222209 0.0 0.0 0.0 0.049
C 3.470074 -3.685983 0.306771 0.0 0.0 0.0 -0.005
C 2.698015 -4.462759 1.165376 0.0 0.1 0.0 0.142
C 1.718098 -3.872965 1.967609 0.0 0.0 0.0 -0.004
C 1.482728 -2.520835 1.922064 0.0 0.0 0.0 0.120
C 0.569195 -1.903179 2.943867 0.0 0.0 -0.1 0.007
C 1.355276 -1.286547 4.106419 0.0 0.0 0.0 0.016
C 2.279732 -1.716164 1.035473 0.0 -0.1 0.0 0.178
N 2.021454 -0.375871 0.942973 0.0 0.4 0.0 0.192
C 3.046290 0.492388 0.809274 0.0 -0.1 0.1 -0.058
C 2.796430 1.774734 0.394173 -0.1 0.0 -0.1 0.109
C 3.615538 2.932761 0.219090 0.0 0.0 0.0 -0.008
C 2.798206 3.919002 -0.250340 0.1 0.0 0.0 0.067
C 1.487351 3.360109 -0.357080 0.0 -0.1 0.1 0.144
N 1.492413 2.091072 0.012263 0.0 0.0 0.0 -0.031
H 6.161546 -0.825341 -1.057629 0.0 0.0 0.0 0.001
H 6.090548 -2.396127 -0.268410 0.0 0.0 0.0 -0.001
H 5.703908 -0.954364 0.644356 0.0 0.0 0.0 -0.001
H 4.135819 -2.162369 -1.704630 0.0 0.0 0.0 0.005
H 3.711703 -0.607458 -1.041643 0.0 0.0 -0.1 0.010
H 4.210183 -4.163401 -0.322776 0.0 0.0 0.0 0.005
H 2.865568 -5.530529 1.219877 0.0 0.0 0.0 -0.005
H 1.158413 -4.483846 2.664112 0.0 0.0 0.0 0.002
H -0.087825 -2.684165 3.327687 0.0 0.0 0.0 0.000
H -0.069453 -1.146727 2.485711 0.0 -0.1 0.0 0.002
H 1.968069 -2.042652 4.595957 0.0 0.0 0.0 -0.002
H 0.679581 -0.873053 4.854125 0.0 0.0 0.0 -0.001
H 2.020977 -0.490438 3.767199 0.0 0.0 0.0 -0.003
H 4.050440 0.183301 1.071897 0.0 0.0 0.0 -0.003
H 4.671387 2.995981 0.428147 0.0 0.0 0.0 -0.001
H 3.062640 4.934561 -0.493498 0.0 0.0 0.0 0.000
H 0.589069 3.864212 -0.682590 0.0 0.0 0.0 0.010
O -0.487851 1.251619 3.104360 0.3 0.1 -0.5 0.072
N 0.227612 1.614938 2.293863 -0.3 -0.1 0.5 0.123
C -4.180323 2.275188 2.041145 0.0 0.0 0.0 0.001
N -4.771904 1.860777 0.762699 0.0 -0.1 0.0 0.001
C -6.000854 1.057985 0.908287 0.0 0.0 0.0 0.000
C -4.267469 2.143984 -0.421015 0.0 0.1 -0.1 -0.001
S -2.496754 2.510407 -0.576588 -0.1 0.0 0.0 0.000
N -4.970302 2.256612 -1.527356 0.0 0.0 0.1 0.000
C -4.409141 2.125695 -2.882362 0.0 0.0 0.0 0.000
C -6.394812 2.647042 -1.510825 0.0 0.0 0.0 0.000
H -4.964930 2.736603 2.639408 0.0 0.0 0.0 0.000
H -3.392195 3.006054 1.891604 0.0 0.0 0.0 0.000
H -3.803530 1.403087 2.575468 0.0 0.0 0.0 0.000
H -5.822114 0.342653 1.709518 0.0 0.0 0.0 0.000
H -6.206975 0.518122 -0.010890 0.0 0.0 0.0 0.000
H -6.851631 1.680393 1.180399 0.0 0.0 0.0 0.000
H -3.487606 1.552451 -2.870979 0.0 0.0 0.0 0.000
H -4.241332 3.112553 -3.313435 0.0 0.0 0.0 0.000
H -5.141049 1.595533 -3.488652 0.0 0.0 0.0 0.000
H -6.650268 3.096555 -0.556838 0.0 0.0 0.0 0.000
H -7.038752 1.794146 -1.718091 0.0 0.0 0.0 0.000
H -6.528283 3.388526 -2.296623 0.0 0.0 0.0 0.000
N 1.493643 0.779243 -2.730917 0.0 0.0 -0.1 0.001
C 1.055143 -0.498267 -2.534564 -0.1 0.0 0.1 0.003
C 1.393044 -1.504810 -3.455551 0.0 0.0 0.0 0.001
C 0.987941 -2.792254 -3.227409 0.0 0.0 0.0 -0.003
C 0.241543 -3.084919 -2.080017 0.0 0.0 0.0 0.008
C -0.048667 -2.057156 -1.227921 0.0 0.0 0.1 -0.007
N 0.341290 -0.776033 -1.428691 0.1 0.2 -0.1 -0.032
H 1.843786 1.003168 -3.649338 0.0 0.0 0.0 0.000
H 0.993721 1.524559 -2.277161 0.1 0.0 0.0 -0.003
H 1.962209 -1.245131 -4.337729 0.0 0.0 0.0 0.000
H 1.238050 -3.572814 -3.933683 0.0 0.0 0.0 0.000
H -0.101155 -4.085534 -1.864269 0.0 0.0 0.0 0.003
H -0.608416 -2.250490 -0.320441 0.0 0.0 0.0 -0.005
S -2.102037 -0.247094 0.796149 0.0 0.0 0.0 0.004
C -1.747901 1.181749 0.125343 0.0 -0.2 -0.1 0.009
```
Forces are in eV/Å.